DFT (the ωB97M-V functional and the def2-TZVPD basis) results for a structure of composition C24H33FN4O11P3V.

XYZ file:
```
77
Properties=species:S:1:pos:R:3
V 0.479 -0.875 -0.015
N -3.771 -0.069 1.621
C -3.434 -1.541 1.834
C -4.693 -2.354 2.090
P -2.664 -2.017 0.219
O -3.956 -1.581 -0.705
O -2.443 -3.472 0.135
O -1.635 -0.965 -0.101
P -2.337 -1.433 3.340
O -3.514 -0.865 4.364
O -1.910 -2.759 3.829
O -1.466 -0.260 3.040
H -4.206 0.081 0.709
H -2.855 0.408 1.687
H -4.365 0.263 2.381
H -5.343 -2.380 1.215
H -5.241 -1.965 2.949
H -4.382 -3.373 2.317
H -4.111 -2.251 -1.380
H -3.634 -1.507 5.070
C 4.827 -0.399 -5.841
C 3.568 -1.261 -5.890
C 2.863 -1.043 -7.223
C 1.486 -1.682 -7.240
C 0.662 -1.106 -6.126
C -0.713 -0.888 -6.270
C -1.424 -0.414 -5.190
F -2.764 -0.211 -5.339
C -0.849 -0.155 -3.970
C 0.533 -0.355 -3.816
C 1.157 -0.197 -2.547
O 0.425 0.242 -1.523
C 2.509 -0.615 -2.398
C 3.210 -0.979 -3.500
N 2.676 -0.962 -4.767
C 1.289 -0.803 -4.927
C 3.207 -0.760 -1.069
O 4.428 -0.733 -1.007
O 2.443 -0.885 -0.023
H 5.464 -0.634 -6.696
H 5.408 -0.555 -4.935
H 4.553 0.657 -5.890
H 3.861 -2.318 -5.822
H 3.503 -1.444 -8.012
H 2.762 0.033 -7.398
H 1.583 -2.766 -7.107
H 0.992 -1.519 -8.200
H -1.216 -1.101 -7.205
H -1.439 0.158 -3.120
H 4.230 -1.317 -3.396
C -0.105 2.399 2.123
P 1.020 1.082 1.540
C 2.367 2.072 0.810
C 1.762 0.445 3.073
H 0.438 3.132 2.724
H -0.891 1.944 2.721
H -0.541 2.905 1.259
H 2.681 2.868 1.490
H 2.021 2.509 -0.128
H 3.212 1.420 0.593
H 2.143 1.253 3.702
H 2.578 -0.222 2.795
H 0.999 -0.121 3.607
C -0.040 -5.007 2.195
N 0.364 -4.624 0.850
C 0.560 -5.567 -0.128
C 0.794 -5.229 -1.401
C 0.798 -3.816 -1.802
O 0.973 -3.468 -2.961
N 0.550 -2.923 -0.781
C 0.386 -3.315 0.479
O 0.251 -2.393 1.349
H -0.953 -5.601 2.145
H -0.255 -4.110 2.768
H 0.752 -5.582 2.677
H 0.513 -6.593 0.212
H 0.957 -5.976 -2.162
```

* relative energy (zero: lowest compared OMol25 entry of this formula, charge and spin): 76.97 kJ/mol
* total charge: -1
* 2S+1: 4
* highest occupied orbital energy (spin up / spin down): -2.16 / -5.02 eV
* Kohn-Sham gap (spin up / spin down): 4.45 / 7.31 eV

DFT (the ωB97M-V functional and the def2-TZVPD basis) results for a cluster of 4 separate species, C24H33IO4P in total in a non-equilibrium geometry.

XYZ file:
```
63
Properties=species:S:1:pos:R:3
C 3.953 -3.231 0.748
C 3.887 -1.738 1.097
I 5.915 -1.125 1.793
C 3.467 -0.844 -0.045
P 1.570 -0.674 -0.358
O 1.301 -0.185 1.305
C 0.702 -1.179 2.083
C 0.236 -2.278 1.133
C 0.021 -3.620 1.847
O 0.476 -4.719 1.076
O -0.453 -4.871 -0.001
O 1.229 -2.342 0.166
H 3.406 -3.813 1.489
H 4.970 -3.604 0.691
H 3.431 -3.384 -0.193
H 3.290 -1.552 1.978
H 3.957 -1.207 -0.951
H 3.838 0.162 0.146
H 1.762 0.698 -0.758
H 1.768 -1.150 -1.723
H 0.151 -0.546 -0.672
H -0.086 -0.794 2.736
H 1.468 -1.643 2.727
H -0.734 -1.986 0.700
H -1.042 -3.753 2.059
H 0.599 -3.693 2.772
H 0.043 -4.464 -0.723
C -0.543 1.177 -4.948
C 0.208 2.294 -5.286
C 1.591 2.262 -5.168
C 2.220 1.112 -4.711
C 1.469 -0.003 -4.370
C 0.087 0.030 -4.487
H -1.624 1.206 -5.027
H -0.284 3.196 -5.630
H 2.175 3.139 -5.417
H 3.297 1.091 -4.603
H 1.956 -0.890 -3.991
H -0.497 -0.835 -4.201
C -2.930 -1.066 6.548
C -2.665 -0.144 5.545
C -2.625 -0.552 4.219
C -2.854 -1.882 3.897
C -3.119 -2.805 4.899
C -3.156 -2.397 6.225
H -2.957 -0.748 7.583
H -2.486 0.893 5.796
H -2.409 0.163 3.437
H -2.820 -2.200 2.862
H -3.293 -3.843 4.645
H -3.357 -3.118 7.008
C -2.724 6.260 -1.750
C -1.703 5.738 -0.967
C -1.023 4.600 -1.378
C -1.360 3.985 -2.575
C -2.380 4.507 -3.358
C -3.064 5.643 -2.946
H -3.256 7.146 -1.428
H -1.438 6.219 -0.034
H -0.231 4.188 -0.766
H -0.828 3.099 -2.894
H -2.642 4.026 -4.292
H -3.862 6.047 -3.557
```

* total charge: -1
* highest occupied orbital energy: -4.53 eV
* Kohn-Sham gap: 7.19 eV